A 4-piece molecular cluster, C22H42Br2F8N3O3 overall at a distorted geometry, computed with ωB97M-V with the def2-TZVPD basis set.

```
80
Properties=species:S:1:pos:R:3:lowdin_charge:R:1
C -2.92 -1.66 3.75 -0.200
C -1.63 -1.31 3.02 -0.730
Br -1.45 0.56 2.59 0.780
C -0.71 -2.19 2.69 -0.625
Br -1.20 -4.07 3.19 0.663
C 0.58 -1.90 2.02 -0.250
C 0.82 -3.06 1.03 -0.235
C 1.86 -2.72 -0.07 -0.165
C 2.95 -3.80 -0.07 -0.217
F 4.12 -3.35 -0.70 -0.094
C 1.70 -1.85 3.03 -0.425
F 2.88 -2.35 2.58 0.100
F 1.37 -2.62 4.16 0.026
C 2.02 -0.45 3.62 -0.378
F 1.06 -0.04 4.44 0.139
F 3.12 -0.60 4.42 0.108
C 2.42 0.65 2.60 -0.596
F 1.52 0.96 1.72 0.150
F 3.57 0.34 2.03 0.184
F 2.66 1.77 3.31 0.132
H -2.62 -1.91 4.78 0.072
H -3.56 -0.77 3.83 0.030
H -3.42 -2.52 3.32 0.034
H 1.16 -3.98 1.55 0.080
H -0.11 -3.32 0.51 0.095
H 2.40 -1.79 0.15 0.099
H 1.45 -2.71 -1.10 0.091
H 3.23 -4.10 0.94 0.101
H 2.60 -4.69 -0.62 0.111
C -6.06 4.56 4.46 -0.079
C -4.61 4.10 4.32 -0.431
C -4.44 2.85 3.44 -0.219
O -4.82 1.64 4.06 -0.205
C -6.21 1.37 4.05 -0.109
N -4.05 3.90 5.66 0.038
H -6.63 3.94 5.15 0.061
H -6.10 5.58 4.84 0.071
H -6.57 4.55 3.49 0.075
H -4.06 4.91 3.84 0.134
H -3.38 2.75 3.22 0.073
H -4.95 2.97 2.48 0.122
H -6.69 1.74 3.13 0.090
H -6.70 1.80 4.93 0.073
H -6.34 0.29 4.10 0.086
H -3.06 3.70 5.58 0.074
H -4.45 3.03 6.03 0.068
C 1.24 -3.10 -6.79 -0.077
C 1.14 -4.12 -5.66 -0.434
C 0.54 -3.56 -4.36 -0.209
O 1.42 -2.75 -3.61 -0.198
C 1.55 -1.42 -4.05 -0.094
N 2.46 -4.72 -5.44 0.037
H 2.08 -2.42 -6.65 0.063
H 1.39 -3.60 -7.74 0.071
H 0.33 -2.50 -6.86 0.076
H 0.46 -4.91 -6.01 0.131
H 0.29 -4.40 -3.71 0.123
H -0.40 -3.02 -4.55 0.120
H 0.61 -1.02 -4.45 0.096
H 2.34 -1.33 -4.80 0.076
H 1.84 -0.81 -3.20 0.080
H 2.37 -5.48 -4.77 0.070
H 3.02 -4.03 -4.95 0.070
C 2.91 4.35 -1.88 -0.072
C 1.60 3.87 -2.50 -0.429
C 1.50 2.34 -2.61 -0.201
O 2.26 1.77 -3.67 -0.210
C 3.63 1.60 -3.38 -0.106
N 1.41 4.53 -3.80 0.033
H 3.74 4.31 -2.59 0.062
H 2.81 5.39 -1.56 0.073
H 3.17 3.76 -1.00 0.079
H 0.79 4.20 -1.83 0.135
H 0.46 2.09 -2.83 0.123
H 1.74 1.85 -1.66 0.123
H 3.80 1.34 -2.33 0.097
H 4.20 2.49 -3.64 0.073
H 4.00 0.78 -4.00 0.083
H 0.49 4.29 -4.16 0.068
H 2.05 4.08 -4.45 0.065
```

- multiplicity = 1
- total charge = -1

A 3-piece molecular cluster, C59H69N2O8 overall at a distorted geometry, computed with ωB97M-V with the def2-TZVPD basis set.

```
138
Properties=species:S:1:pos:R:3:lowdin_charge:R:1
C -7.74 0.95 8.11 -0.137
C -8.34 1.12 6.58 -0.204
C -7.14 1.40 5.45 -0.190
O -7.52 0.84 4.15 -0.102
C -6.42 0.14 3.48 -0.081
C -6.40 0.11 1.82 0.113
N -5.15 -0.73 1.55 -0.072
C -4.86 -0.98 0.09 -0.099
C -3.31 -0.68 -0.35 -0.176
O -3.16 -0.36 -1.81 -0.189
C -1.95 -1.10 -2.20 -0.175
C -1.32 -0.64 -3.67 -0.149
O 0.01 -1.32 -3.75 -0.170
C 0.96 -0.19 -3.48 -0.185
C 1.39 0.33 -1.99 -0.004
C 2.41 1.63 -1.74 0.002
C 3.04 2.43 -3.06 -0.090
C 4.02 3.76 -2.79 -0.446
C 5.57 3.13 -2.78 -0.084
C 3.79 4.37 -1.29 -0.108
C 3.99 4.85 -4.01 -0.132
C 2.74 5.90 -4.01 -0.501
C 2.64 6.48 -5.57 -0.094
C 1.27 5.26 -3.68 -0.093
C 2.93 7.23 -3.06 -0.097
C 2.62 1.87 -4.54 -0.004
C 1.61 0.58 -4.79 0.023
C -4.43 -1.19 2.81 -0.023
C -3.10 -2.13 2.90 -0.118
C -1.68 -1.35 2.65 -0.200
C -0.43 -2.08 3.49 -0.210
C -0.25 -3.68 3.13 -0.213
C 1.07 -4.02 2.21 -0.172
C 2.00 -5.09 3.03 -0.202
O 3.25 -4.51 3.54 -0.315
C 2.99 -3.23 4.27 -0.083
N -5.23 -0.64 4.01 0.130
H -6.58 1.14 8.13 0.074
H -8.33 1.67 8.86 0.092
H -7.98 -0.16 8.48 0.087
H -9.06 2.07 6.49 0.124
H -8.91 0.12 6.33 0.118
H -6.13 0.99 5.89 0.108
H -7.04 2.58 5.32 0.153
H -7.13 0.57 1.04 0.148
H -5.18 -2.09 -0.17 0.158
H -5.54 -0.23 -0.53 0.150
H -2.71 -1.69 -0.21 0.109
H -2.77 0.17 0.28 0.149
H -1.10 -0.84 -1.41 0.115
H -2.13 -2.27 -2.27 0.153
H -2.01 -0.91 -4.58 0.141
H -1.15 0.53 -3.68 0.132
H 0.96 -0.21 -1.02 0.077
H 2.63 1.91 -0.63 0.081
H 5.93 3.10 -3.90 0.090
H 5.45 1.99 -2.45 0.095
H 6.29 3.69 -2.05 0.092
H 4.49 5.32 -1.19 0.094
H 4.19 3.60 -0.47 0.093
H 2.69 4.70 -1.04 0.081
H 4.09 4.26 -5.03 0.107
H 5.00 5.50 -3.92 0.146
H 3.44 7.35 -5.70 0.089
H 1.60 6.98 -5.80 0.084
H 2.87 5.61 -6.35 0.089
H 0.40 6.06 -3.77 0.094
H 1.25 4.65 -2.67 0.068
H 1.05 4.47 -4.55 0.090
H 1.85 7.74 -2.99 0.095
H 3.25 7.02 -1.96 0.065
H 3.64 8.06 -3.51 0.087
H 3.04 2.41 -5.49 0.085
H 1.38 0.28 -5.91 0.107
H -3.05 -2.55 4.02 0.139
H -3.26 -3.06 2.21 0.128
H -1.70 -0.20 2.87 0.125
H -1.37 -1.46 1.51 0.101
H -0.49 -1.85 4.65 0.119
H 0.56 -1.54 3.09 0.112
H -0.23 -4.25 4.18 0.114
H -1.18 -4.14 2.55 0.108
H 1.65 -3.06 1.83 0.115
H 0.70 -4.58 1.22 0.121
H 2.32 -5.95 2.27 0.145
H 1.44 -5.64 3.91 0.135
H 3.85 -2.97 5.02 0.112
H 1.95 -3.28 4.83 0.101
H 2.99 -2.39 3.43 0.102
H -5.04 -0.77 5.04 0.165
C -4.85 2.56 -6.09 -0.060
C -3.59 2.71 -5.51 -0.059
C -2.86 3.88 -5.70 0.009
C -3.40 4.92 -6.48 -0.082
C -4.65 4.77 -7.07 -0.083
C -5.38 3.59 -6.87 0.008
C -5.21 5.83 -7.93 -0.277
O -6.31 5.70 -8.45 0.101
C -4.41 7.05 -8.17 -0.086
C -4.90 8.04 -9.03 0.009
C -4.16 9.21 -9.25 -0.053
C -2.94 9.39 -8.60 -0.054
C -2.44 8.40 -7.74 0.007
C -3.18 7.22 -7.54 -0.086
C -2.63 6.17 -6.66 -0.275
O -1.56 6.33 -6.09 0.082
H -5.42 1.65 -5.93 0.106
H -3.17 1.90 -4.91 0.092
H -1.88 3.99 -5.25 0.115
H -6.37 3.47 -7.32 0.123
H -5.85 7.91 -9.54 0.123
H -4.53 9.97 -9.92 0.110
H -2.36 10.30 -8.76 0.110
H -1.49 8.55 -7.24 0.120
C 5.73 -5.79 4.01 -0.055
C 6.94 -6.35 3.60 -0.049
C 7.40 -7.53 4.18 0.007
C 6.66 -8.14 5.20 -0.087
C 5.46 -7.57 5.63 -0.082
C 4.99 -6.40 5.03 0.008
C 4.70 -8.18 6.73 -0.280
O 3.64 -7.68 7.11 0.088
C 5.22 -9.40 7.38 -0.088
C 4.54 -9.96 8.46 0.004
C 5.02 -11.13 9.07 -0.058
C 6.18 -11.73 8.59 -0.056
C 6.87 -11.18 7.52 0.008
C 6.39 -10.00 6.91 -0.086
C 7.15 -9.40 5.80 -0.278
O 8.17 -9.93 5.38 0.098
H 5.36 -4.87 3.55 0.093
H 7.52 -5.87 2.81 0.108
H 8.34 -7.96 3.85 0.122
H 4.05 -5.95 5.35 0.109
H 3.63 -9.50 8.84 0.120
H 4.49 -11.56 9.92 0.108
H 6.55 -12.64 9.06 0.109
H 7.77 -11.65 7.15 0.123
```

- multiplicity = 1
- total charge = +1

Total energy? In order: -7200.35463; -2999.96903 a.u..
HOMO level? In order: -0.1322; -0.3637 Ha.